one:
CH4IPS | ωB97M-V/def2-TZVPD

Each line ends with the natural charge from an NBO analysis.
Geometry (Å):
C 0.516 1.041 0.091  -1.01
P -0.172 -0.348 -0.842  0.72
S 0.393 -1.923 0.442  -0.21
I -3.161 -0.096 0.048  -0.39
H -0.046 1.856 -0.112  0.26
H 1.431 1.565 -0.368  0.27
H 0.741 0.782 1.054  0.24
H 0.299 -2.877 -0.313  0.12

Summary:
Lowest unoccupied orbital energy (alpha / beta) in Eh: -0.0651 / -0.0651
Frontier orbital gap (alpha / beta) in eV: 7.01 / 7.01



two:
CH4IPS | ωB97M-V/def2-TZVPD

Each line ends with the natural charge from an NBO analysis.
Geometry (Å):
C 0.202 0.613 -0.290  -0.91
P 1.578 -0.463 0.281  0.37
S -1.490 0.652 0.389  0.03
I 1.068 2.477 -0.587  0.21
H -0.092 -0.048 -1.727  0.25
H 1.441 0.215 1.471  -0.04
H 1.095 -1.741 0.574  -0.02
H -1.327 1.158 1.628  0.12

Summary:
Lowest unoccupied orbital energy in Eh: -0.0019
Frontier orbital gap in eV: 8.95



three:
CH4IPS | ωB97M-V/def2-TZVPD

Each line ends with the natural charge from an NBO analysis.
Geometry (Å):
P -1.303 -1.015 -0.326  0.29
C 0.236 -0.080 0.322  -0.76
S 0.962 0.995 -1.181  -0.07
I 3.172 0.908 -0.603  0.08
H -2.136 -0.033 -0.954  0.00
H -2.012 -0.928 0.875  -0.03
H -0.080 0.694 1.040  0.22
H 1.161 -0.541 0.827  0.26

Summary:
Lowest unoccupied orbital energy in Eh: -0.0087
SMILES: PCSI
Frontier orbital gap in eV: 8.40



four:
CH4IPS | ωB97M-V/def2-TZVPD

Each line ends with the natural charge from an NBO analysis.
Geometry (Å):
C 0.078 0.132 -0.319  -0.63
P 1.351 -0.569 0.751  0.35
S -1.864 -1.094 -0.002  -0.22
I -3.567 0.471 0.336  0.07
H 0.015 1.230 -0.061  0.25
H 0.166 -0.249 -1.310  0.22
H 1.761 0.750 1.120  -0.02
H 2.060 -0.670 -0.513  -0.01

Summary:
Lowest unoccupied orbital energy in Eh: -0.0136
Frontier orbital gap in eV: 8.08



Quick look at relative energies in eV: one 0.000; two 2.192; three 0.291; four 1.350.



one:
C6H18N3 | ωB97M-V/def2-TZVPD

Each line ends with the natural charge from an NBO analysis.
Geometry (Å):
C 0.936 -1.784 -0.352  -0.59
C -0.426 -0.154 -1.752  -0.61
C 2.055 0.159 -1.370  -0.60
C 1.639 0.862 1.605  -0.70
C 0.713 -0.263 -0.666  -0.11
C 0.534 0.503 0.589  0.39
N -3.080 -0.136 0.278  -1.10
N -0.656 0.762 0.956  -0.28
N -1.171 1.426 1.972  -0.62
H 0.759 -2.305 -1.292  0.23
H 0.231 -2.346 0.335  0.22
H 1.894 -1.857 -0.066  0.21
H -1.403 0.049 -1.594  0.19
H -0.437 -1.138 -2.293  0.23
H -0.106 0.591 -2.561  0.24
H 1.966 1.228 -1.559  0.22
H 2.996 -0.088 -0.887  0.22
H 2.125 -0.358 -2.326  0.24
H 2.095 -0.118 1.845  0.27
H 1.221 1.582 2.425  0.24
H 2.550 1.242 1.136  0.27
H -3.178 -1.179 0.246  0.40
H -2.962 0.180 -0.680  0.39
H -1.490 0.334 0.480  0.45
H -3.981 0.117 0.664  0.40
H -2.174 1.248 1.959  0.40
H -0.651 1.443 2.908  0.41

Summary:
Lowest unoccupied orbital energy in Eh: -0.1011
Frontier orbital gap in eV: 10.68
Charge: +1



two:
C6H18N3 | ωB97M-V/def2-TZVPD

Each line ends with the natural charge from an NBO analysis.
Geometry (Å):
C 0.851 1.862 -0.800  -0.41
C 2.203 0.316 0.564  -0.44
C -2.514 -0.059 0.002  -0.44
C -2.071 0.456 2.285  0.07
C 0.692 -0.932 -1.855  -0.44
C 0.164 -1.761 0.302  -0.45
N 0.828 0.623 0.065  -0.33
N -1.668 0.391 1.054  -0.42
N 0.175 -0.532 -0.547  -0.35
H -0.188 1.867 -1.258  0.22
H 1.189 2.642 -0.218  0.22
H 1.648 1.639 -1.610  0.20
H 2.368 1.260 1.163  0.22
H 2.399 -0.596 1.134  0.23
H 2.838 0.497 -0.279  0.20
H -2.078 0.557 -0.873  0.25
H -2.301 -1.141 -0.137  0.23
H -3.572 -0.166 0.309  0.24
H -0.556 0.628 0.794  0.49
H -1.427 0.613 3.128  0.21
H -3.059 0.049 2.665  0.21
H 1.794 -0.962 -1.870  0.20
H 0.068 -1.815 -1.983  0.23
H 0.471 -0.189 -2.716  0.21
H 0.444 -1.599 1.355  0.22
H -0.838 -2.219 0.213  0.21
H 0.944 -2.454 0.096  0.22

Summary:
Lowest unoccupied orbital energy in Eh: -0.1488
Frontier orbital gap in eV: 8.56
Charge: +1



Quick look at relative energies in eV: one 0.000; two 2.225.



one:
C3H6N2O | ωB97M-V/def2-TZVPD

Each line ends with the natural charge from an NBO analysis.
Geometry (Å):
C -1.741 -0.268 -0.717  -0.44
N -0.975 0.874 -0.226  -0.59
C 0.304 0.996 0.126  0.20
N 1.035 -0.153 0.003  -0.68
C 2.371 -0.160 0.382  0.56
O 3.067 -1.145 0.329  -0.57
H -2.709 -0.305 -0.207  0.21
H -1.912 -0.201 -1.798  0.21
H -1.227 -1.207 -0.502  0.20
H -1.505 1.729 -0.146  0.40
H 0.708 -1.057 -0.334  0.38
H 2.699 0.832 0.731  0.14

Summary:
Lowest unoccupied orbital energy in Eh: 0.0260
Frontier orbital gap in eV: 9.70



two:
C3H6N2O | ωB97M-V/def2-TZVPD

Each line ends with the natural charge from an NBO analysis.
Geometry (Å):
C 0.727 0.037 -1.913  0.30
C -1.739 0.112 -1.276  -0.43
C 1.212 0.235 1.638  -0.53
N -0.413 0.144 -1.650  -0.53
N 1.163 -1.011 0.997  0.11
O 1.998 -1.284 0.182  -0.26
H -2.209 -0.779 -1.533  0.22
H -1.842 0.113 -0.191  0.22
H -2.366 0.910 -1.659  0.22
H 0.344 0.146 2.310  0.21
H 2.233 0.439 2.184  0.23
H 0.893 0.937 0.911  0.24

Summary:
Lowest unoccupied orbital energy in Eh: 0.0075
Frontier orbital gap in eV: 9.04



Quick look at relative energies in eV: one 0.000; two 3.379.



one:
C3H6N2O | ωB97M-V/def2-TZVPD

Each line ends with the natural charge from an NBO analysis.
Geometry (Å):
H 1.904 0.699 -0.193  0.34
N 1.373 0.910 0.654  -0.67
C 0.260 0.279 0.690  0.31
C -0.598 0.519 1.905  0.40
O -1.694 0.023 2.034  -0.52
N -0.311 -0.567 -0.211  -0.60
C 0.052 -0.555 -1.609  -0.42
H -0.150 1.206 2.643  0.14
H -1.243 -0.861 0.046  0.41
H 0.228 0.473 -1.956  0.20
H -0.772 -0.976 -2.189  0.22
H 0.951 -1.149 -1.813  0.20

Summary:
Lowest unoccupied orbital energy in Eh: 0.0108
SMILES: [H]/N=C(/C=O)NC
Frontier orbital gap in eV: 9.81



two:
C3H6N2O | ωB97M-V/def2-TZVPD

Each line ends with the natural charge from an NBO analysis.
Geometry (Å):
C 1.911 -0.215 0.675  -0.04
N 1.030 0.062 -0.168  -0.43
C -0.103 -0.846 -0.426  -0.35
C -1.312 -0.021 -0.093  0.67
N -1.211 1.352 -0.360  -0.84
O -2.219 -0.670 0.444  -0.61
H 2.658 0.599 0.808  0.18
H 1.959 -1.095 1.225  0.15
H -0.127 -1.842 0.071  0.22
H -0.321 -0.967 -1.558  0.23
H -0.292 1.592 -0.351  0.41
H -1.972 2.049 -0.268  0.41

Summary:
Lowest unoccupied orbital energy in Eh: 0.0365
SMILES: C=NCC(N)=O
Frontier orbital gap in eV: 10.51



Quick look at relative energies in eV: one 0.000; two 0.523.